Entry 1:
22
Properties=species:S:1:pos:R:3:mulliken_charge:R:1 method="wB97M-V/def2-TZVPD" homo_energy_ha=-0.3454 de_lowest_kj_mol=836.40 orbital_gap_ev=10.45
H 0.7002 -2.3821 1.3805 0.268
C 0.3177 0.6893 -1.6154 -0.494
C 0.8888 -0.2942 0.4976 -0.001
H -0.6138 1.0219 3.0922 0.258
H 1.0861 1.5316 -1.4757 0.193
C 0.2678 -1.0993 -0.4837 0.053
H 0.1651 2.0089 0.9419 0.335
H -0.3938 1.0244 -2.3512 0.402
H 1.9792 0.1879 0.2685 0.171
H -2.1199 1.2301 1.8298 0.248
H -0.1267 -0.9202 -2.5798 0.290
H 2.0361 -2.1105 0.5137 0.247
C -1.2285 0.4442 2.1762 -0.846
H -1.0764 1.9110 -0.6111 0.607
H -0.6784 -1.2188 -0.1404 0.308
C -0.1335 0.8324 0.8731 0.069
H -1.6723 -0.8880 2.5915 0.247
C -0.7152 0.9337 -0.4910 -1.201
H 1.4796 -0.9488 -2.3034 0.433
C 1.0116 -1.7377 0.6244 -0.987
H -1.8309 0.4686 -0.9124 0.285
C 0.6573 -0.6843 -1.8252 -0.885



Entry 2:
16
Properties=species:S:1:pos:R:3:mulliken_charge:R:1 method="wB97M-V/def2-TZVPD" total_charge=-1 homo_energy_ha=-0.1715 de_lowest_kj_mol=120.99 orbital_gap_ev=7.43
O 1.2303 -3.1357 -1.8461 -0.670
O -1.8777 1.5619 2.7133 -0.565
H 0.0230 2.0939 -0.8998 0.266
C 0.1189 -1.4024 -0.9132 0.102
O -0.0109 -1.8244 -3.0097 -0.829
N -0.8673 2.0579 2.2900 1.220
N 0.6563 -1.4457 0.3933 0.831
O 0.2564 -0.6388 1.2500 -0.639
H 1.0963 1.6868 0.4577 0.325
O -0.7929 -0.4423 -1.2630 -0.420
C 0.0102 1.9326 0.2165 -0.148
H -1.1078 -0.8494 -2.0470 0.343
O 1.5998 -2.1981 0.6458 -0.596
O 0.0845 2.4151 2.9629 -0.596
N -0.9080 2.3556 0.9413 -0.535
N 0.4890 -2.1670 -1.8922 0.913



Entry 3:
121
Properties=species:S:1:pos:R:3:mulliken_charge:R:1 method="wB97M-V/def2-TZVPD" total_charge=-1 homo_energy_ha=-0.1860 de_lowest_kj_mol=156.92 orbital_gap_ev=7.35
H -4.4291 -4.7941 -0.7968 0.385
H 3.6043 1.3432 1.1563 0.154
H -7.1480 1.1217 -5.3561 0.368
C 1.2505 -6.5372 0.0038 -0.560
H -4.4592 -8.1809 2.8085 0.363
H 1.9527 -3.8686 1.9709 0.421
H -6.6540 3.1728 -6.6469 0.352
C 1.9754 -5.4948 0.5691 -0.273
H -0.4187 5.0095 3.1522 0.330
O -4.3307 2.6062 -0.1508 0.372
H -2.7848 -3.1442 1.8346 -0.046
C -4.8553 0.2260 -0.3316 -0.409
H -1.9075 -1.5708 2.0162 0.203
H -4.9601 4.7750 -5.8213 0.358
O 0.9344 3.4079 2.6267 -0.443
H 6.7848 -0.5826 -2.7953 0.434
C 3.4796 3.4975 4.6548 -0.963
H -3.2962 -6.9667 -1.1315 0.362
C 0.0704 -4.9020 1.9154 -0.566
H 5.8852 -4.0277 -0.2826 0.364
H 4.2338 3.8551 2.6030 0.093
C -3.5157 -1.4789 0.5400 0.365
H -0.6331 -7.5681 -0.0543 0.352
H 1.3903 -2.2266 -0.8277 0.333
C -0.6578 -5.9382 1.3434 -0.097
O 0.3364 4.3868 0.6407 -0.822
H -2.3137 4.8111 -0.0648 0.163
H -3.2989 -8.6554 0.6766 0.352
C 3.8964 0.4048 -4.2670 -0.458
H -2.6829 -0.9937 -0.0222 0.066
H 0.6224 -1.1985 0.4279 0.257
S -2.2334 1.1361 2.1869 -0.490
H 3.7503 1.3574 -6.1859 0.354
C 3.8891 4.4579 3.4624 -0.217
C -0.8445 3.9050 1.2478 1.151
C -5.1719 3.8730 -5.2593 -0.441
C 1.3863 -4.6788 1.5276 -0.497
H 4.9654 -1.7686 0.1388 0.488
H -1.8257 5.8450 1.3207 0.443
H 8.1672 -4.5976 0.4839 0.354
H 3.0889 1.2302 -1.3048 0.325
C -4.7612 2.4594 -3.3540 0.104
C -2.1105 4.8126 1.0280 -0.893
H 9.5346 -2.9051 1.6598 0.351
H 1.9127 5.4341 3.8407 0.114
C -5.0814 -5.2660 1.1937 -0.342
H -1.0130 3.4063 3.4641 0.425
C -4.4282 4.6362 1.3170 -0.825
H -6.3019 1.8653 -0.3850 0.337
C 2.6106 1.6778 0.7724 0.146
H 4.7698 5.0429 3.8217 0.420
C -0.0665 -6.7575 0.3892 -0.215
C 1.1758 -1.1718 -0.5356 -0.735
O 2.4316 -0.5279 -0.4124 -0.253
C -2.8985 -2.0419 1.8760 -0.845
C 8.0235 -1.3831 1.5493 -0.476
H 0.5274 -0.7574 -1.3370 0.329
H 6.1911 1.3256 -6.5850 0.342
H -5.4389 1.5759 1.2422 0.292
H -0.3893 -4.2669 2.6632 0.367
H 2.9674 2.6252 4.2120 0.116
O 2.2879 5.3484 1.7538 -0.784
C -6.1256 2.9742 -5.7222 -0.409
C -3.7977 -6.7561 -0.1945 -0.342
C 8.5354 -2.6553 1.3227 -0.395
H 4.3906 3.1706 5.2049 0.371
H -4.2271 2.2570 -2.4342 0.227
C 6.4839 -3.2870 0.2339 -0.567
H 1.7120 -7.1774 -0.7389 0.366
C 5.9686 -2.0176 0.4683 -0.161
H -5.6748 -0.2624 -0.9167 0.280
H -1.6853 -6.1084 1.6414 0.279
H 1.3266 1.1484 -0.9716 0.313
H 1.8695 1.3217 1.5236 0.282
C 2.5459 3.2266 0.4891 -1.053
O -4.5657 -0.5688 0.8056 -0.300
H -3.7439 4.3149 -3.7172 0.405
H 2.9996 -5.3180 0.2633 0.433
H -5.9386 0.6670 -3.2464 0.317
H -3.9781 0.3650 -0.9989 0.307
C -5.3466 1.6478 0.1377 -0.843
P -1.2189 2.1179 0.8030 0.924
H 3.1821 6.4828 3.1724 0.372
H -1.8865 2.1222 -0.4650 -0.196
C 5.7868 0.9160 -5.6668 -0.378
C 6.6401 0.3755 -4.7124 -0.412
H 6.3373 -0.0753 1.3049 0.417
O -3.1600 4.2821 1.8194 -0.285
C -4.4520 -7.4389 2.0192 -0.339
C 4.4152 0.9327 -5.4434 -0.429
B 1.5515 4.0877 1.4924 0.839
C 7.7668 -3.6068 0.6634 -0.377
H 2.8118 4.0873 5.3177 0.264
H -3.5229 -1.7397 2.7431 0.342
C 6.7387 -1.0651 1.1245 -0.397
H 3.5981 3.5960 0.4941 0.282
C -4.4354 -5.5356 -0.0072 -0.316
H -4.2918 4.5180 -0.8444 0.278
H 8.6251 -0.6394 2.0577 0.378
H -0.0208 1.3787 0.6044 -0.467
H -5.1663 4.2660 2.0673 0.342
C 6.1205 -0.1571 -3.5381 -0.392
C -4.8084 3.9390 -0.0443 -0.727
C -0.3573 3.9639 2.7656 -1.123
H 4.3428 -0.5600 -2.4011 0.439
C -4.4889 3.6153 -4.0767 -0.562
H 2.8277 0.4202 -4.0908 0.395
C 2.7302 5.4625 3.0841 -0.461
H 2.1495 3.3389 -0.5506 0.300
H -4.5950 5.7406 1.2716 0.347
H -3.8357 -2.3617 -0.0600 0.111
C -5.7213 1.5651 -3.8129 -0.281
C 4.7487 -0.1436 -3.3166 -0.221
C -6.4020 1.8210 -4.9975 -0.468
C -5.0927 -6.2195 2.2049 -0.449
C -3.8018 -7.7064 0.8203 -0.489
H 7.7099 0.3686 -4.8835 0.356
H -5.6008 -6.0118 3.1388 0.391
H -5.9104 3.9574 -0.1696 0.482
H -5.5760 -4.3134 1.3410 0.415
C 2.3280 0.8959 -0.5623 -0.674



Entry 4:
22
Properties=species:S:1:pos:R:3:mulliken_charge:R:1 method="wB97M-V/def2-TZVPD" total_charge=-1 homo_energy_ha="-0.0261 / -0.1219" multiplicity=4 orbital_gap_ev="4.08 / 6.66"
H -2.9400 -1.8367 -1.6704 0.325
H 1.1287 -1.7842 0.9164 0.288
H 0.1287 -0.1010 -3.1407 0.287
H 2.7331 -0.8353 2.6008 0.325
C 1.8099 1.1274 2.5894 -0.475
C 1.0616 -0.7327 1.2394 -0.308
C -1.9448 -1.5834 -2.0985 -0.922
C 1.9382 -0.2081 2.1976 -0.564
H -1.3772 -2.5107 -2.2392 0.176
N 0.1032 0.0537 0.6708 -0.049
Co -0.8908 -0.6366 -0.8464 -0.345
C 0.7794 1.9086 2.0334 0.164
H 2.4804 1.5601 3.2955 0.423
H -2.3717 -0.3057 -0.4790 0.008
H 1.2811 -0.1611 -1.9585 0.250
H -2.1212 -1.1102 0.0495 -0.042
N 0.3317 0.1656 -2.1755 -0.709
H -0.8787 1.9140 0.6339 0.329
H -2.0975 -1.0141 -3.0272 0.220
H 0.3320 1.1909 -2.1280 0.254
Cl 0.5907 3.5621 2.4584 -0.283
C -0.0767 1.3374 1.0785 -0.352



Entry 5:
75
Properties=species:S:1:pos:R:3:mulliken_charge:R:1 method="wB97M-V/def2-TZVPD" total_charge=+2 homo_energy_ha=-0.4689 de_lowest_kj_mol=374.95 orbital_gap_ev=8.54
O 1.8896 -0.5022 -1.4047 0.539
N 1.5705 3.5162 -0.6513 -0.349
H 0.5932 4.5442 1.0814 0.164
N 2.7675 -0.8659 -3.3878 -0.355
H 5.1740 1.7065 2.1945 0.150
O -1.5018 -2.1129 1.0192 -0.346
H 4.3527 0.7160 3.6603 0.137
H -2.2001 4.5576 -1.0514 0.281
H 0.4854 0.2306 5.6785 0.159
H -1.8804 -0.3355 3.5593 0.171
N -0.4382 -4.1875 -2.6173 -0.360
H -0.9172 -3.4966 2.7075 0.062
H 1.6484 -3.8226 -0.5558 -0.035
H 2.0749 -0.2519 -3.7920 0.198
N -1.9238 -3.4158 2.6885 -0.350
H 3.1559 -0.6685 3.3504 0.311
C -2.2919 -2.6699 1.7437 0.518
N 1.3617 -4.0708 -1.4919 -0.349
H -1.4921 2.3422 -4.1399 0.581
H -3.6016 0.2344 -0.3948 0.198
N 4.5777 1.2588 1.5134 -0.456
C 0.3100 -3.4780 -1.8819 0.454
H -0.2994 -0.1563 -4.8618 0.339
O 1.0270 1.5194 0.2362 -0.066
H -2.3187 2.3782 2.7065 0.241
H 4.5852 1.6010 0.5632 0.255
H 1.8443 0.4414 4.5446 0.224
Y 0.3030 -0.6986 0.3354 1.066
H 3.3715 -1.4531 -3.9449 0.193
C 3.6620 0.4143 1.8148 0.553
H 0.1057 -1.1060 -3.4594 0.005
H -1.2096 -0.0317 5.2340 0.146
H -1.5496 -0.7060 -3.8543 0.548
H -1.4700 1.0557 -1.3137 -0.233
C -0.4723 0.8736 -2.8223 0.819
C 1.0555 2.7633 0.2736 0.164
C -2.7124 1.0828 1.1482 0.101
C 0.0144 0.1465 3.8202 0.352
O 2.9808 -0.1740 1.0183 -0.245
O -1.3655 2.8754 -2.1167 -0.161
O -0.0035 -2.4674 -1.3407 -0.404
H -3.3339 3.2824 -1.4382 0.328
C -1.5286 1.9506 -3.1233 -1.029
H 4.0205 -1.6350 -0.6797 0.159
Br 1.5043 -2.9474 1.8372 -0.719
N -3.7363 0.8046 0.4279 -0.336
O 0.2476 0.0322 2.6035 -0.151
C -2.4263 3.7796 -1.7805 -0.988
H -4.1206 -3.4264 1.9358 0.169
H 4.3384 -2.1894 -2.2941 0.150
N 3.7978 -1.6136 -1.6646 -0.394
N -0.9975 0.2115 -1.6039 0.838
N -2.9892 2.0286 2.0369 -0.383
H -1.2549 -3.7760 -3.0460 0.249
H -2.7987 4.3541 -2.6286 0.368
H 0.5622 1.1735 -2.6549 -0.101
O -1.5576 0.6785 0.9744 -0.069
H 2.0387 3.0598 -1.4211 0.235
C -0.5393 -0.2994 -3.8082 -1.582
H 0.2148 3.1943 2.0886 0.180
N 0.8573 0.4053 4.7559 -0.364
H -1.7275 -0.3660 -1.9959 0.202
H 1.9208 -4.6962 -2.0543 0.224
H -3.8056 2.5843 1.8252 0.159
H -2.5671 1.6323 -3.2149 0.327
C 2.7457 -0.9727 -2.1240 0.076
N 3.7296 0.1308 3.1223 -0.566
N 0.5875 3.5434 1.2172 -0.359
H -0.1776 -5.1376 -2.8400 0.193
N -1.1827 -0.0337 4.2244 -0.384
N -3.5635 -2.7250 1.4692 -0.399
H -4.6560 1.0817 0.7400 0.182
H -3.9084 -2.2650 0.6387 0.208
H -2.5274 -3.9570 3.2910 0.209
H 1.5706 4.5258 -0.6247 0.152



Entry 6:
3
Properties=species:S:1:pos:R:3:mulliken_charge:R:1 method="wB97M-V/def2-TZVPD" total_charge=+3 homo_energy_ha=-0.9599 de_lowest_kj_mol=1.53 orbital_gap_ev=9.73
Mg -0.4534 2.1138 -0.8885 1.738
Mg 0.4366 -1.9300 1.1789 1.637
Cl 0.0168 -0.1837 -0.2904 -0.375